No. 1
{
  "formula": "C7H13N2",
  "method": "ωB97M-V with the def2-TZVPD basis set",
  "total_energy_ha": -383.70314,
  "homo_energy_ev": -11.78,
  "smiles": "C=C=NCC[NH+]=C(C)C",
  "spin_multiplicity": 1,
  "charge": 1,
  "relative_energy_ev": 3.103,
  "species": ["C", "C", "N", "C", "C", "N", "C", "C", "C", "H", "H", "H", "H", "H", "H", "H", "H", "H", "H", "H", "H", "H"],
  "xyz": [[3.19921, -1.61388, -1.54675], [2.59127, -0.58266, -1.07283], [2.26794, 0.51651, -0.69131], [1.73978, 1.18424, 0.44401], [0.82688, 0.34344, 1.41856], [-0.28793, -0.21253, 0.62455], [-1.42865, 0.19310, 0.22952], [-1.95520, 1.55091, 0.45456], [-2.11742, -0.69253, -0.75652], [2.94364, -2.15588, -2.41913], [4.20892, -1.85276, -1.11934], [1.18604, 2.03081, -0.00950], [2.52582, 1.52977, 1.13072], [1.22293, -0.50516, 2.04192], [0.47958, 1.19282, 2.02652], [-0.00719, -1.06186, 0.23962], [-1.28668, 2.25463, -0.11558], [-1.91154, 1.64286, 1.53509], [-2.93471, 1.76174, 0.05549], [-1.58398, -1.63230, -0.95562], [-2.22792, -0.23803, -1.70588], [-3.15825, -0.77420, -0.49147]],
  "atomic_forces_ev_per_a": [[1.9, -1.2, 0.3], [-0.1, 1.2, 0.7], [0.8, 0.3, -0.1], [-0.5, -1.3, 0.3], [-0.7, 1.6, -0.3], [0.7, 0.8, 1.4], [-0.6, 0.0, -2.5], [1.1, 0.3, 0.1], [0.2, -0.5, 0.7], [-0.6, -0.5, -0.5], [-1.1, 0.4, -0.3], [0.1, -0.3, 1.0], [0.1, 0.2, -0.7], [0.1, 1.1, -0.8], [-0.3, -0.8, 0.4], [0.4, -1.9, -0.7], [-0.3, -0.5, 1.0], [-0.1, 1.0, 0.2], [-0.4, -0.5, 0.1], [-0.5, 0.1, 0.4], [0.3, 1.1, -1.1], [-0.4, -0.7, 0.5]]
}

No. 2
{
  "formula": "C2H5FIN",
  "method": "ωB97M-V with the def2-TZVPD basis set",
  "total_energy_ha": -531.39911,
  "homo_energy_ev": -9.46,
  "smiles": "CCN(F)I",
  "spin_multiplicity": 1,
  "relative_energy_ev": 2.938,
  "species": ["C", "C", "N", "F", "I", "H", "H", "H", "H", "H"],
  "xyz": [[0.86036, 0.84942, -0.08170], [-0.45718, 0.12721, 0.33772], [-0.32193, -1.35275, 0.13805], [-1.34770, -1.93136, 0.97536], [-0.71007, -1.86594, -1.77932], [0.99956, 0.72629, -1.16857], [0.74615, 1.97894, 0.03709], [1.91579, 0.58294, 0.33367], [-0.48240, 0.31218, 1.49130], [-1.20260, 0.57307, -0.28361]],
  "atomic_forces_ev_per_a": [[1.5, 0.8, -0.8], [2.8, 0.0, 2.3], [0.1, 1.0, 1.3], [0.2, 0.3, -0.6], [-0.3, -0.2, -0.5], [-0.1, 0.0, 0.2], [-0.1, -1.5, 0.1], [-2.3, 0.0, -0.1], [-0.8, -0.6, -2.2], [-1.1, 0.2, 0.2]]
}

No. 3
{
  "formula": "C3H10O3S",
  "method": "ωB97M-V with the def2-TZVPD basis set",
  "total_energy_ha": -744.18231,
  "homo_energy_ev": -9.22,
  "smiles": "O=CCCS.O.O",
  "spin_multiplicity": 1,
  "relative_energy_ev": 0.534,
  "species": ["O", "C", "C", "C", "S", "H", "H", "H", "H", "H", "H", "O", "H", "H", "O", "H", "H"],
  "xyz": [[0.05061, -2.15121, 0.24289], [-1.07008, -1.71891, 0.13856], [-1.27273, -0.22393, 0.11921], [-1.90445, 0.33907, -1.16709], [-1.46629, 2.13742, -1.29905], [-2.00137, -2.30672, 0.09320], [-0.35644, 0.32825, 0.33580], [-1.87891, 0.07112, 0.98612], [-1.47764, -0.23186, -1.98976], [-2.98440, 0.24772, -1.23521], [-0.21464, 1.75974, -1.57146], [2.49329, 1.50944, -0.40710], [3.32310, 1.96386, -0.57429], [2.76271, 0.69117, 0.04193], [2.38079, -0.84626, 2.09764], [1.91145, -0.03304, 2.25441], [1.70499, -1.53587, 1.93420]],
  "atomic_forces_ev_per_a": [[-0.4, -0.9, 0.0], [0.6, 1.6, 0.2], [-0.8, 0.8, 0.6], [0.4, 0.1, 0.3], [-0.2, -1.1, -0.3], [0.2, -0.5, -0.1], [0.4, -0.5, -0.4], [-0.4, -0.3, -0.1], [-0.1, 0.4, -0.4], [-0.1, 0.0, 0.2], [0.3, 0.5, 0.0], [0.1, -0.4, 0.2], [0.0, 0.1, 0.0], [-0.2, 0.1, -0.1], [0.0, -0.9, -0.3], [-0.4, 0.3, 0.1], [0.4, 0.7, 0.0]]
}

No. 4
{
  "formula": "C25H54GeN6O5RuSSi3",
  "method": "ωB97M-V with the def2-TZVPD basis set",
  "total_energy_ha": -5127.45100,
  "homo_energy_ev": [-15.20, -15.20],
  "spin_multiplicity": 6,
  "charge": 3,
  "relative_energy_ev": 1.464,
  "species": ["Ru", "N", "C", "C", "C", "C", "N", "C", "N", "N", "C", "O", "O", "H", "H", "H", "H", "H", "H", "H", "H", "H", "H", "H", "H", "H", "H", "C", "C", "C", "O", "C", "O", "O", "H", "H", "H", "H", "H", "H", "H", "N", "C", "S", "C", "C", "C", "N", "C", "C", "H", "H", "H", "H", "H", "H", "C", "Si", "C", "C", "Ge", "Si", "C", "C", "C", "Si", "C", "C", "C", "H", "H", "H", "H", "H", "H", "H", "H", "H", "H", "H", "H", "H", "H", "H", "H", "H", "H", "H", "H", "H", "H", "H", "H", "H", "H", "H"],
  "xyz": [[-0.26898, 0.03054, 0.03528], [-0.40603, 0.75612, 2.30621], [0.88217, 1.43144, 2.59103], [1.27369, 1.23513, 4.06560], [2.55052, 1.87741, 4.61265], [2.66710, 3.39727, 4.49114], [3.31988, 3.76968, 3.23535], [3.92614, 4.92978, 3.03546], [3.77891, 5.93171, 3.89877], [4.70805, 5.09156, 1.96277], [1.95018, 0.95912, 1.59829], [3.07372, 1.40957, 1.63940], [1.57723, 0.07305, 0.69268], [-1.18685, 1.36595, 2.52772], [-0.50448, -0.05946, 2.90408], [0.75341, 2.49865, 2.38508], [1.34456, 0.16055, 4.25743], [0.42417, 1.58974, 4.65650], [3.43809, 1.41371, 4.18147], [2.57400, 1.63683, 5.67607], [3.27876, 3.76576, 5.31631], [1.68309, 3.87262, 4.56422], [3.40509, 3.03590, 2.53509], [3.04074, 5.92349, 4.58135], [4.29771, 6.78748, 3.79301], [5.05694, 4.29232, 1.46187], [5.10890, 5.98780, 1.74498], [-3.35025, 1.44550, -2.82713], [-2.51940, 0.22446, -3.17924], [-3.16297, -0.60917, -4.27056], [-1.17365, 0.59698, -3.53084], [-2.19089, -0.63366, -1.94776], [-1.99976, 0.02832, -0.82298], [-2.02836, -1.83749, -2.01091], [-3.52892, 2.02746, -3.73226], [-2.82987, 2.07159, -2.10374], [-4.32216, 1.16189, -2.42222], [-3.26076, -0.00676, -5.17453], [-4.16395, -0.92722, -3.97778], [-2.56344, -1.48742, -4.49940], [-1.19986, 1.12045, -4.34167], [0.68325, 7.20772, -0.93397], [0.73989, 6.37337, 0.09772], [1.20721, 6.75231, 1.62532], [0.37333, 4.94952, -0.17010], [1.28451, 4.09144, -0.77271], [1.00021, 2.73918, -0.80223], [-0.13133, 2.23262, -0.30133], [-1.05679, 3.07773, 0.17817], [-0.84148, 4.43432, 0.27493], [0.91607, 8.18098, -0.79706], [0.33343, 6.92341, -1.83508], [2.22404, 4.45447, -1.16653], [1.71432, 2.03050, -1.20336], [-1.98858, 2.63346, 0.50898], [-1.58809, 5.07837, 0.71928], [-0.00475, -3.26081, -3.65203], [1.08585, -3.44120, -2.17451], [2.47508, -2.19963, -2.11767], [1.57924, -5.18864, -1.82726], [-0.27334, -2.46559, -0.11314], [-2.46597, -4.02216, 0.09163], [-3.02352, -4.59470, -1.56899], [-1.98386, -5.43320, 1.18191], [-3.47111, -2.70908, 0.93307], [1.30345, -3.58896, 1.74020], [0.48284, -2.79537, 3.21555], [2.96012, -2.87721, 1.30556], [1.35017, -5.43412, 1.83961], [0.57118, -3.68586, -4.48394], [-0.23082, -2.22174, -3.88466], [-0.93776, -3.81498, -3.57239], [2.72202, -1.95461, -3.15569], [3.36176, -2.61572, -1.64116], [2.23517, -1.26034, -1.61551], [1.97316, -5.59522, -2.76556], [0.73822, -5.82068, -1.53832], [2.37037, -5.27053, -1.08300], [-2.23528, -5.10947, -2.12032], [-3.42950, -3.79871, -2.18549], [-3.80821, -5.33671, -1.38024], [-1.18484, -6.03862, 0.75685], [-2.86868, -6.07907, 1.24053], [-1.72736, -5.14024, 2.19941], [-3.45134, -1.76028, 0.39975], [-3.16804, -2.55573, 1.96956], [-4.50909, -3.06426, 0.93887], [0.79672, -1.75575, 3.30552], [0.82459, -3.31978, 4.11437], [-0.60728, -2.85055, 3.20555], [2.93081, -1.84615, 0.95815], [3.47321, -3.49576, 0.56907], [3.55856, -2.91116, 2.22412], [0.49023, -5.87592, 2.33559], [2.22839, -5.64392, 2.46422], [1.51633, -5.93452, 0.88745]],
  "atomic_forces_ev_per_a": [[-0.1, 0.3, 0.0], [0.0, -0.1, 0.0], [0.0, 0.0, 0.0], [0.0, 0.0, 0.0], [0.0, 0.0, 0.0], [0.0, 0.0, 0.0], [0.0, 0.0, 0.1], [0.0, 0.0, 0.0], [0.0, 0.0, 0.0], [0.0, 0.0, 0.0], [0.0, 0.0, 0.0], [0.0, 0.0, 0.0], [0.0, 0.1, 0.1], [0.0, 0.0, 0.0], [0.0, 0.0, 0.0], [0.0, 0.0, 0.0], [0.0, 0.0, 0.0], [0.0, 0.0, 0.0], [0.0, 0.0, 0.0], [0.0, 0.0, 0.0], [0.0, 0.0, 0.0], [0.0, 0.0, 0.0], [0.0, 0.0, 0.0], [0.0, 0.0, 0.0], [0.0, 0.0, 0.0], [0.0, 0.0, 0.0], [0.0, 0.0, 0.0], [0.0, 0.0, 0.0], [0.0, -0.1, 0.1], [0.0, 0.0, 0.0], [0.0, 0.1, 0.0], [-0.2, 0.1, -0.1], [0.2, 0.2, 0.1], [0.1, -0.2, 0.1], [0.0, 0.0, 0.0], [0.0, 0.0, 0.0], [0.0, 0.0, 0.0], [0.0, 0.0, 0.0], [0.0, 0.0, 0.0], [0.0, 0.0, 0.0], [0.0, 0.0, 0.0], [0.0, 0.0, 0.1], [0.0, 0.0, -0.1], [0.0, 0.0, 0.1], [0.1, 0.0, 0.0], [0.0, 0.0, 0.0], [0.0, 0.0, 0.0], [0.0, 0.0, 0.0], [0.0, 0.0, 0.0], [0.0, 0.0, 0.0], [0.0, 0.0, 0.0], [0.0, 0.0, 0.0], [0.0, 0.0, 0.0], [0.0, 0.0, 0.0], [0.0, 0.0, 0.0], [0.0, 0.0, 0.0], [0.0, 0.0, 0.0], [0.0, 0.1, 0.0], [0.0, 0.0, 0.0], [0.0, 0.0, 0.0], [-0.1, -0.4, -0.1], [0.0, 0.0, 0.0], [0.0, 0.0, 0.0], [0.0, 0.0, 0.0], [0.0, 0.0, 0.0], [0.0, 0.0, 0.0], [0.0, 0.0, 0.0], [0.0, 0.0, 0.0], [0.0, 0.0, 0.0], [0.0, 0.0, 0.0], [0.0, 0.0, 0.0], [0.0, 0.0, 0.0], [0.0, 0.0, 0.0], [0.0, 0.0, 0.0], [0.0, 0.0, 0.0], [0.0, 0.0, 0.0], [0.0, 0.0, 0.0], [0.0, 0.0, 0.0], [0.0, 0.0, 0.0], [0.0, 0.0, 0.0], [0.0, 0.0, 0.0], [0.0, 0.0, 0.0], [0.0, 0.0, 0.0], [0.0, 0.0, 0.0], [0.0, 0.0, 0.0], [0.0, 0.0, 0.0], [0.0, 0.0, 0.0], [0.0, 0.0, 0.0], [0.0, 0.0, 0.0], [0.0, 0.0, 0.0], [0.0, 0.0, 0.0], [0.0, 0.0, 0.0], [0.0, 0.0, 0.0], [0.0, 0.0, 0.0], [0.0, 0.0, 0.0], [0.0, 0.0, 0.0]]
}